# C3H5O4Tl

C3H5O4Tl as an isolated structure at a distorted geometry (ωB97M-V/def2-TZVPD, the OMol25 dataset).

Properties
- HOMO-LUMO gap: 0.279 Ha

Each line ends with the Mulliken charge.
Positions of all 13 atoms, in Å:
O1 0.03537 0.69341 0.70915  -0.30
C1 0.02378 0.17974 -0.51231  0.77
C2 -1.26956 0.58100 1.30630  -0.27
O2 0.96157 0.24093 -1.27549  -0.53
O3 -1.19571 -0.18460 -0.88294  -0.31
C3 -2.15548 0.21074 0.11350  -0.23
H1 -1.52497 1.54322 1.75815  0.26
H2 -1.22663 -0.20226 2.07115  0.27
H3 -2.72399 1.05993 -0.28126  0.26
H4 -2.81977 -0.63538 0.30729  0.26
O4 4.43735 -1.28080 -0.90284  -0.79
H5 4.41454 -2.18359 -0.58325  0.21
Tl1 3.04349 -0.02234 -1.82745  0.41